No. 1
{"formula": "C3H4O2S", "method": "the ωB97M-V functional and the def2-TZVPD basis", "orbital_gap_ev": 9.65, "smiles": "O=C[C@]1(S)CO1", "elements": ["C", "C", "C", "O", "O", "S", "H", "H", "H", "H"], "xyz": [[-0.54, 0.85, 1.15], [0.73, -0.30, -0.78], [-0.53, -0.08, 0.03], [-1.41, 0.95, 1.93], [-0.02, 0.72, -1.44], [-1.76, -1.28, -0.14], [0.41, 1.52, 1.33], [1.70, -0.11, -0.32], [0.67, -1.31, -1.08], [-2.60, -0.27, 0.26]], "nbo_charge": [0.387, -0.081, -0.093, -0.491, -0.489, 0.110, 0.131, 0.184, 0.176, 0.165]}

=====

No. 2
{"formula": "C19H43HfOP3S2", "method": "the ωB97M-V functional and the def2-TZVPD basis", "charge": 4, "orbital_gap_ev": 5.89, "elements": ["Hf", "P", "P", "P", "H", "C", "C", "H", "C", "C", "C", "C", "C", "C", "C", "C", "C", "H", "H", "H", "H", "H", "H", "H", "H", "H", "H", "H", "H", "H", "H", "H", "H", "H", "H", "H", "H", "H", "H", "H", "H", "H", "H", "H", "H", "H", "C", "C", "C", "C", "C", "C", "S", "H", "H", "H", "H", "H", "H", "C", "S", "C", "O", "H", "H", "H", "H", "H", "H"], "xyz": [[-0.40, -1.13, -0.54], [0.48, 0.71, 1.25], [0.06, 1.21, -1.94], [1.00, -2.79, 0.98], [-0.49, -3.64, -3.40], [-0.12, -3.36, -2.43], [-1.17, -2.71, -1.67], [-1.90, -2.24, -2.38], [2.28, 1.05, 1.36], [-0.08, 2.44, 1.16], [-0.03, 0.40, 2.98], [-0.33, 0.83, -3.69], [-0.86, 2.82, -1.81], [1.73, 1.94, -1.99], [1.53, -4.51, 0.68], [-0.29, -2.95, 2.31], [2.44, -2.27, 2.00], [0.56, -4.14, -2.08], [-1.70, -3.46, -1.05], [2.45, 1.80, 2.14], [2.65, 1.44, 0.40], [2.83, 0.14, 1.60], [0.14, 2.92, 2.12], [-1.16, 2.48, 0.99], [0.45, 2.98, 0.37], [0.00, 1.36, 3.53], [0.63, -0.32, 3.48], [-1.06, 0.03, 2.99], [-1.17, 1.45, -4.02], [-0.59, -0.22, -3.80], [0.56, 1.06, -4.28], [-0.18, 3.64, -1.53], [-1.66, 2.75, -1.07], [-1.30, 3.07, -2.78], [1.75, 2.70, -2.77], [2.47, 1.18, -2.20], [1.99, 2.44, -1.05], [1.80, -4.96, 1.64], [2.41, -4.51, 0.02], [0.73, -5.09, 0.22], [-0.15, -3.92, 2.81], [-1.31, -2.90, 1.91], [-0.17, -2.14, 3.03], [2.91, -3.16, 2.44], [2.15, -1.59, 2.80], [3.16, -1.78, 1.34], [3.16, -1.11, -3.55], [4.23, -1.01, -2.63], [5.48, -0.61, -3.12], [5.61, -0.15, -4.44], [4.49, -0.05, -5.27], [3.25, -0.49, -4.81], [1.90, -2.26, -3.40], [2.39, -3.19, -4.14], [4.06, -1.39, -1.63], [6.36, -0.67, -2.48], [6.61, 0.09, -4.79], [4.62, 0.33, -6.29], [2.37, -0.54, -5.46], [-3.91, 0.61, 0.90], [-3.77, -1.15, 0.58], [-4.68, -1.22, -0.98], [-2.21, -1.03, 0.10], [-4.88, 0.76, 1.41], [-3.87, 1.15, -0.07], [-3.06, 0.88, 1.54], [-4.54, -0.31, -1.58], [-4.37, -2.12, -1.52], [-5.72, -1.31, -0.66]], "nbo_charge": [2.093, 0.724, 0.723, 0.702, 0.253, -0.075, -1.145, 0.288, -0.919, -0.903, -0.919, -0.909, -0.880, -0.914, -0.905, -0.906, -0.900, 0.251, 0.351, 0.288, 0.254, 0.254, 0.287, 0.238, 0.250, 0.286, 0.257, 0.241, 0.282, 0.233, 0.283, 0.276, 0.239, 0.281, 0.291, 0.263, 0.252, 0.293, 0.276, 0.258, 0.300, 0.233, 0.265, 0.294, 0.252, 0.250, -0.271, -0.205, -0.178, -0.122, -0.170, -0.196, 0.134, 0.213, 0.211, 0.263, 0.270, 0.271, 0.239, -0.776, 1.285, -0.780, -1.069, 0.310, 0.262, 0.263, 0.269, 0.276, 0.313]}

=====

No. 3
{"formula": "C41H65N6O4SSbTi", "method": "the ωB97M-V functional and the def2-TZVPD basis", "charge": 2, "orbital_gap_ev": 7.04, "elements": ["Ti", "N", "C", "C", "C", "C", "C", "C", "C", "C", "N", "C", "H", "H", "H", "H", "H", "H", "H", "H", "C", "C", "C", "C", "C", "C", "C", "C", "C", "C", "C", "C", "N", "H", "H", "H", "H", "H", "H", "H", "H", "H", "H", "H", "H", "H", "H", "H", "H", "H", "C", "C", "C", "C", "Sb", "C", "C", "C", "C", "C", "C", "C", "C", "H", "H", "H", "H", "H", "H", "H", "H", "H", "H", "H", "H", "H", "H", "H", "H", "H", "H", "H", "H", "H", "H", "H", "H", "H", "H", "H", "C", "C", "S", "O", "O", "C", "C", "N", "C", "N", "C", "C", "N", "O", "O", "C", "H", "H", "H", "H", "H", "H", "H", "H", "H", "H", "H", "H", "H"], "xyz": [[0.58, 0.90, -0.26], [2.84, 1.00, -0.54], [3.45, 1.11, 0.78], [4.79, 1.30, 0.93], [5.36, 1.42, 2.22], [4.57, 1.33, 3.33], [3.18, 1.10, 3.19], [2.33, 0.90, 4.30], [1.02, 0.57, 4.10], [0.54, 0.49, 2.79], [1.28, 0.72, 1.72], [2.62, 0.99, 1.90], [3.37, 0.36, -1.12], [2.89, 1.91, -0.99], [5.43, 1.37, 0.06], [6.43, 1.58, 2.32], [4.99, 1.41, 4.32], [2.73, 1.00, 5.30], [0.34, 0.40, 4.93], [-0.50, 0.22, 2.61], [0.68, 4.32, 1.79], [1.68, 5.01, 0.86], [3.12, 4.67, 1.24], [1.46, 4.85, -0.65], [1.84, 5.93, -1.45], [1.64, 5.94, -2.82], [0.98, 4.87, -3.41], [0.58, 3.78, -2.66], [-0.30, 2.72, -3.33], [0.20, 1.28, -3.24], [-1.75, 2.86, -2.86], [0.89, 3.75, -1.29], [0.62, 2.56, -0.58], [0.83, 4.69, 2.80], [0.82, 3.24, 1.80], [-0.35, 4.53, 1.50], [1.55, 6.08, 1.03], [3.34, 3.62, 1.02], [3.29, 4.83, 2.31], [3.84, 5.28, 0.69], [2.29, 6.79, -0.97], [1.95, 6.79, -3.41], [0.76, 4.89, -4.47], [-0.29, 2.95, -4.39], [0.19, 0.90, -2.21], [1.23, 1.19, -3.58], [-0.41, 0.59, -3.82], [-1.83, 2.73, -1.78], [-2.40, 2.14, -3.36], [-2.13, 3.86, -3.10], [2.74, -2.46, 2.16], [2.90, -2.94, 0.72], [3.05, -4.47, 0.70], [4.16, -2.34, 0.10], [1.15, -2.19, -0.40], [1.58, -2.72, -2.48], [2.58, -1.67, -2.98], [2.16, -4.11, -2.67], [0.29, -2.59, -3.30], [-0.52, -3.41, 0.36], [-1.41, -3.86, -0.79], [-1.28, -2.48, 1.32], [-0.10, -4.65, 1.13], [3.56, -2.87, 2.76], [1.81, -2.80, 2.62], [2.79, -1.38, 2.24], [4.08, -4.70, 1.00], [2.88, -4.93, -0.27], [2.39, -4.96, 1.42], [5.01, -2.59, 0.73], [4.12, -1.25, 0.04], [4.37, -2.74, -0.89], [3.55, -1.73, -2.49], [2.20, -0.65, -2.87], [2.75, -1.82, -4.05], [3.16, -4.21, -2.23], [2.27, -4.31, -3.74], [1.52, -4.89, -2.26], [-0.27, -1.69, -3.06], [-0.37, -3.44, -3.17], [0.56, -2.53, -4.36], [-1.70, -3.05, -1.46], [-2.34, -4.27, -0.38], [-0.94, -4.64, -1.39], [-0.69, -2.28, 2.22], [-2.22, -2.94, 1.62], [-1.53, -1.51, 0.87], [0.44, -5.37, 0.51], [-1.01, -5.15, 1.48], [0.50, -4.42, 2.01], [-6.65, -3.48, 1.94], [-6.94, -2.78, 0.61], [-5.58, -1.80, 0.02], [-5.70, -1.66, -1.41], [-4.33, -2.29, 0.59], [-5.86, -0.20, 0.73], [-5.17, 0.84, -0.13], [-3.77, 1.07, 0.28], [-2.72, 0.54, -0.35], [-1.58, 0.99, 0.18], [-1.93, 1.87, 1.19], [-3.27, 1.89, 1.27], [-4.04, 2.63, 2.25], [-5.24, 2.44, 2.28], [-3.41, 3.35, 2.98], [-2.83, -0.34, -1.54], [-7.51, -4.10, 2.20], [-6.49, -2.77, 2.75], [-5.77, -4.12, 1.86], [-7.79, -2.11, 0.68], [-7.11, -3.47, -0.21], [-5.50, -0.22, 1.75], [-6.94, 0.00, 0.73], [-5.70, 1.78, -0.07], [-5.14, 0.53, -1.17], [-1.22, 2.44, 1.76], [-3.30, -1.29, -1.27], [-1.84, -0.52, -1.94], [-3.45, 0.12, -2.31]], "mulliken_charge": [-0.088, -0.356, -1.014, -0.315, -1.091, -0.907, 1.056, -1.006, -1.649, -0.089, 1.341, 0.483, 0.475, 0.427, 0.529, 0.488, 0.518, 0.531, 0.534, 0.435, -1.524, 0.507, -1.359, 0.145, -0.949, -1.314, -0.925, 0.140, 0.089, -0.205, -1.346, 0.282, 1.232, 0.517, -0.189, 0.425, 0.816, 0.369, 0.404, 0.479, 0.496, 0.406, 0.472, 0.887, -0.829, 0.663, 0.642, 0.076, 0.447, 0.472, -1.245, 2.053, -1.796, -1.804, 0.651, 1.736, -1.320, -1.869, -1.903, 2.165, -1.842, -2.476, -1.880, 0.524, 0.282, 0.013, 0.509, 0.225, 0.421, 0.559, 0.198, 0.400, 0.225, -0.246, 0.604, 0.351, 0.512, 0.300, 0.272, 0.355, 0.535, 0.171, 0.526, 0.351, 0.228, 0.603, 0.698, 0.334, 0.569, 0.325, -1.039, -0.606, 1.166, -0.734, -0.478, -0.800, -1.518, 0.632, 0.201, 1.478, -1.017, -0.660, 1.086, -0.612, -0.617, -1.086, 0.396, 0.315, 0.258, 0.432, 0.426, 0.409, 0.705, 0.456, 0.615, 0.737, 0.139, -1.008, 0.783]}

=====

No. 4
{"formula": "C3H7N", "method": "the ωB97M-V functional and the def2-TZVPD basis", "orbital_gap_ev": 11.21, "smiles": "C=C.C=N", "elements": ["C", "C", "H", "H", "H", "H", "C", "N", "H", "H", "H"], "xyz": [[-3.14, 1.68, -1.48], [-4.07, 0.93, -2.06], [-3.22, 2.22, -0.55], [-2.12, 1.60, -1.85], [-5.12, 1.02, -1.81], [-3.71, 0.08, -2.63], [4.28, -1.11, 1.99], [4.56, -2.33, 1.81], [4.90, -0.42, 1.42], [3.57, -0.72, 2.70], [4.07, -2.94, 2.47]], "nbo_charge": [-0.381, -0.391, 0.195, 0.184, 0.194, 0.199, -0.049, -0.587, 0.160, 0.148, 0.328]}

=====

No. 5
{"formula": "C4H5CoO6", "method": "the ωB97M-V functional and the def2-TZVPD basis", "spin_multiplicity": 6, "s2": 8.7619, "charge": 1, "orbital_gap_ev": [5.98, 4.06], "elements": ["H", "O", "C", "O", "O", "C", "O", "C", "C", "O", "O", "Co", "H", "H", "H", "H"], "xyz": [[0.44, -0.17, -0.69], [-1.84, -0.33, -2.02], [-1.94, 0.00, -0.79], [-2.41, -0.75, 0.06], [-0.90, 0.84, -0.46], [-0.57, 1.15, 0.90], [1.31, -0.41, 0.80], [1.78, -1.39, -0.34], [0.93, 0.94, 1.05], [1.00, -1.01, -1.31], [2.19, -2.46, -0.03], [-0.76, -1.89, -2.31], [-1.12, 0.52, 1.60], [-0.80, 2.21, 1.08], [1.48, 1.60, 0.36], [1.21, 1.14, 2.10]], "nbo_charge": [0.547, -0.851, 0.957, -0.585, -0.528, -0.085, -0.251, 0.984, -0.137, -0.706, -0.364, 0.940, 0.264, 0.270, 0.238, 0.306]}

=====

Calculated ΔE to the lowest compared entry with this formula, charge and spin (kJ/mol), listed in the same order as above: 295.64, 147.37, 3.75, 171.52, 281.11